Entry 1:
{"formula": "C19H54BrN4O4", "method": "wB97M-V/def2-TZVPD", "species": ["Br", "C", "C", "C", "O", "C", "N", "H", "H", "H", "H", "H", "H", "H", "H", "H", "H", "H", "H", "C", "N", "C", "C", "C", "C", "O", "H", "H", "H", "H", "H", "H", "H", "H", "H", "H", "H", "H", "H", "H", "C", "N", "C", "C", "C", "C", "O", "H", "H", "H", "H", "H", "H", "H", "H", "H", "H", "H", "H", "H", "H", "C", "N", "C", "C", "C", "C", "O", "H", "H", "H", "H", "H", "H", "H", "H", "H", "H", "H", "H", "H", "H"], "coordinates": [[0.259, -0.510, 0.109], [2.113, 1.645, 3.907], [0.794, 1.134, 4.594], [-0.270, 2.206, 4.719], [-1.497, 1.703, 5.296], [-2.460, 2.692, 5.673], [0.207, -0.009, 3.742], [0.060, 0.393, 2.827], [0.915, -0.704, 3.550], [-0.642, -0.417, 4.106], [1.940, 1.990, 2.888], [2.953, 0.950, 3.921], [2.418, 2.580, 4.378], [0.931, 0.735, 5.599], [-0.479, 2.700, 3.770], [0.155, 2.989, 5.347], [-3.282, 2.274, 6.254], [-2.919, 3.295, 4.889], [-1.878, 3.257, 6.401], [1.033, -3.864, 1.203], [-0.206, -4.564, 1.816], [-1.420, -3.571, 1.968], [-0.627, -5.615, 0.795], [0.309, -5.181, 3.190], [-0.469, -6.323, 3.811], [-1.778, -5.854, 4.042], [1.302, -3.165, 1.994], [0.697, -3.406, 0.272], [1.785, -4.627, 1.000], [-1.584, -3.112, 0.993], [-1.162, -2.884, 2.774], [-2.329, -4.096, 2.263], [-0.865, -5.045, -0.103], [-1.390, -6.239, 1.261], [0.311, -6.096, 0.515], [0.269, -4.320, 3.857], [1.380, -5.380, 3.235], [-0.060, -6.667, 4.761], [-0.472, -7.142, 3.091], [-1.815, -5.245, 4.784], [-2.010, -1.907, -5.228], [-1.499, -1.430, -3.866], [-2.645, -1.184, -2.884], [-0.751, -2.580, -3.153], [-0.703, -0.149, -4.168], [0.765, -0.377, -4.518], [0.925, -1.017, -5.777], [-2.635, -1.099, -5.608], [-2.507, -2.841, -4.963], [-1.181, -2.054, -5.920], [-2.401, -1.071, -1.828], [-3.288, -2.064, -2.880], [-3.272, -0.353, -3.208], [-0.292, -2.127, -2.273], [0.047, -2.845, -3.846], [-1.410, -3.359, -2.770], [-0.866, 0.542, -3.342], [-1.228, 0.377, -4.966], [1.227, -0.854, -3.654], [1.223, 0.612, -4.491], [1.768, -0.864, -6.209], [-0.043, 5.664, -2.148], [1.431, 5.223, -2.483], [1.284, 4.208, -3.646], [2.172, 6.490, -3.014], [2.039, 4.696, -1.123], [1.535, 3.396, -0.471], [1.670, 2.322, -1.318], [0.024, 6.405, -1.352], [-0.669, 4.880, -1.723], [-0.538, 6.149, -2.990], [0.717, 4.632, -4.476], [0.759, 3.321, -3.292], [2.248, 3.901, -4.050], [3.226, 6.269, -3.182], [2.100, 7.289, -2.276], [1.815, 6.814, -3.992], [1.902, 5.581, -0.502], [3.097, 4.596, -1.367], [0.475, 3.543, -0.263], [1.922, 3.175, 0.524], [1.342, 1.585, -0.797]], "spin_multiplicity": 1, "relative_energy_ev": 0.782, "charge": 3, "gap_ev": 9.078, "e_homo_ev": -15.72}

=====

Entry 2:
{"formula": "C3H7NO", "method": "wB97M-V/def2-TZVPD", "species": ["C", "N", "C", "C", "O", "H", "H", "H", "H", "H", "H", "H"], "coordinates": [[0.917, 1.493, -0.635], [0.648, 0.090, -0.412], [-0.250, -0.335, 0.525], [-0.568, -1.817, 0.463], [-0.778, 0.419, 1.325], [0.311, 2.052, 0.079], [0.636, 1.787, -1.652], [1.973, 1.735, -0.473], [1.022, -0.586, -1.060], [-1.210, -2.014, -0.404], [-1.108, -2.098, 1.367], [0.334, -2.429, 0.365]], "spin_multiplicity": 1, "relative_energy_ev": 0.235, "charge": 0, "smiles": "CNC(C)=O", "gap_ev": 10.562, "e_homo_ev": -9.67}

=====

Entry 3:
{"formula": "C41H45BCdINO4P2S", "method": "wB97M-V/def2-TZVPD", "species": ["Cd", "C", "S", "C", "C", "C", "N", "P", "C", "C", "C", "C", "C", "C", "C", "C", "C", "C", "C", "C", "P", "C", "C", "C", "C", "C", "C", "C", "C", "C", "C", "C", "C", "H", "H", "H", "H", "H", "H", "H", "H", "H", "H", "H", "H", "H", "H", "H", "H", "H", "H", "H", "H", "H", "H", "H", "H", "H", "H", "H", "H", "H", "C", "C", "C", "O", "B", "O", "C", "C", "C", "H", "H", "H", "H", "H", "H", "H", "H", "H", "H", "H", "H", "I", "C", "C", "C", "C", "C", "C", "C", "O", "O", "H", "H", "H", "H"], "coordinates": [[1.000, 0.270, 1.969], [1.334, -1.654, -5.781], [0.685, 0.017, -6.006], [-0.846, -0.036, -5.028], [-0.705, 0.419, -3.581], [0.149, -0.538, -2.761], [0.281, -0.180, -1.341], [1.446, 0.920, -0.746], [0.905, 2.588, -1.258], [1.831, 3.614, -1.447], [1.403, 4.915, -1.668], [0.047, 5.210, -1.690], [-0.880, 4.199, -1.481], [-0.454, 2.898, -1.256], [2.909, 0.590, -1.764], [3.842, -0.312, -1.248], [4.930, -0.698, -2.019], [5.091, -0.188, -3.299], [4.163, 0.707, -3.818], [3.074, 1.095, -3.055], [-0.556, -1.007, -0.108], [-2.320, -0.901, -0.557], [-2.941, -1.712, -1.507], [-4.264, -1.493, -1.855], [-4.982, -0.466, -1.254], [-4.379, 0.335, -0.295], [-3.053, 0.115, 0.058], [-0.155, -2.757, -0.383], [1.125, -3.105, -0.810], [1.534, -4.430, -0.787], [0.669, -5.416, -0.336], [-0.610, -5.079, 0.085], [-1.021, -3.755, 0.064], [2.139, -1.774, -6.504], [0.563, -2.393, -5.995], [1.738, -1.815, -4.783], [-1.250, -1.050, -5.088], [-1.543, 0.619, -5.551], [-1.700, 0.496, -3.131], [-0.266, 1.418, -3.561], [1.149, -0.588, -3.196], [-0.267, -1.548, -2.815], [2.892, 3.394, -1.430], [2.132, 5.700, -1.824], [-0.285, 6.225, -1.867], [-1.939, 4.423, -1.490], [-1.184, 2.116, -1.087], [3.706, -0.723, -0.253], [5.646, -1.401, -1.613], [5.941, -0.488, -3.899], [4.279, 1.095, -4.822], [2.343, 1.777, -3.472], [-2.389, -2.523, -1.969], [-4.738, -2.126, -2.595], [-6.016, -0.299, -1.528], [-4.943, 1.124, 0.185], [-2.583, 0.735, 0.816], [1.821, -2.335, -1.122], [2.541, -4.683, -1.093], [0.996, -6.448, -0.301], [-1.283, -5.846, 0.449], [-2.012, -3.494, 0.418], [-0.641, 4.869, 4.628], [-0.991, 3.411, 4.412], [-1.381, 2.755, 5.729], [0.190, 2.712, 3.931], [-0.221, 1.753, 3.041], [-1.561, 1.880, 2.732], [-2.017, 3.152, 3.272], [-3.454, 3.001, 3.729], [-1.922, 4.162, 2.137], [0.082, 4.951, 5.440], [-1.532, 5.437, 4.905], [-0.204, 5.312, 3.736], [-0.529, 2.804, 6.408], [-1.639, 1.705, 5.584], [-2.225, 3.265, 6.195], [-3.571, 2.169, 4.420], [-4.094, 2.821, 2.865], [-3.794, 3.916, 4.219], [-0.894, 4.272, 1.789], [-2.301, 5.139, 2.439], [-2.521, 3.802, 1.299], [-0.712, -6.742, 4.840], [0.450, -5.310, 3.857], [1.743, -5.626, 3.466], [2.495, -4.677, 2.793], [1.974, -3.418, 2.509], [0.678, -3.128, 2.916], [-0.091, -4.064, 3.593], [2.840, -2.454, 1.718], [3.901, -2.868, 1.269], [2.412, -1.255, 1.505], [2.157, -6.602, 3.679], [3.501, -4.898, 2.462], [0.232, -2.173, 2.679], [-1.104, -3.828, 3.890]], "spin_multiplicity": 1, "relative_energy_ev": 0.000, "charge": 0, "gap_ev": 8.716, "e_homo_ev": -8.39}

=====

Entry 4:
{"formula": "CH2BrFO2S", "method": "wB97M-V/def2-TZVPD", "species": ["C", "O", "O", "F", "S", "Br", "H", "H"], "coordinates": [[-0.856, -0.499, -0.640], [0.313, 0.767, 1.936], [1.125, 1.672, -0.363], [-1.994, -0.135, -0.036], [0.756, 0.633, 0.560], [2.321, -0.759, 0.532], [-1.043, -0.128, -1.663], [-0.622, -1.550, -0.325]], "spin_multiplicity": 1, "relative_energy_ev": 1.395, "charge": 0, "gap_ev": 9.522, "e_homo_ev": -10.23}

=====

Entry 5:
{"formula": "C40H95N5O6", "method": "wB97M-V/def2-TZVPD", "species": ["C", "C", "O", "O", "H", "H", "H", "C", "C", "C", "C", "N", "C", "C", "C", "C", "C", "C", "C", "H", "H", "H", "H", "H", "H", "H", "H", "H", "H", "H", "H", "H", "H", "H", "H", "H", "H", "H", "H", "H", "H", "H", "H", "C", "C", "O", "N", "H", "H", "C", "H", "H", "H", "H", "H", "H", "C", "C", "N", "C", "C", "C", "C", "C", "O", "C", "H", "H", "H", "H", "H", "H", "H", "H", "H", "H", "H", "H", "H", "H", "H", "H", "H", "H", "H", "H", "C", "C", "N", "C", "C", "C", "C", "C", "O", "C", "H", "H", "H", "H", "H", "H", "H", "H", "H", "H", "H", "H", "H", "H", "H", "H", "H", "H", "H", "H", "C", "C", "N", "C", "C", "C", "C", "C", "O", "C", "H", "H", "H", "H", "H", "H", "H", "H", "H", "H", "H", "H", "H", "H", "H", "H", "H", "H", "H", "H"], "coordinates": [[0.063, -0.469, -0.239], [1.326, -0.300, 0.579], [2.342, -0.074, -0.107], [1.274, -0.388, 1.850], [-0.573, 0.387, -0.465], [-0.620, -1.172, 0.238], [0.299, -0.967, -1.179], [-2.127, 4.760, 6.138], [-3.020, 3.531, 5.733], [-2.694, 2.854, 4.322], [-1.166, 2.731, 3.888], [-0.949, 2.120, 2.435], [0.561, 2.204, 2.124], [0.907, 3.626, 1.616], [-0.503, 4.240, 1.279], [-1.369, 3.043, 1.258], [-1.542, 0.686, 2.264], [-0.992, -0.221, 3.337], [-1.161, -1.682, 2.799], [-2.574, 5.331, 6.951], [-1.790, 5.422, 5.340], [-1.179, 4.461, 6.586], [-4.087, 3.740, 5.661], [-3.096, 2.885, 6.608], [-3.311, 3.404, 3.611], [-3.317, 1.959, 4.330], [-0.719, 2.070, 4.630], [-0.767, 3.745, 3.907], [0.780, 1.457, 1.361], [1.151, 1.932, 3.000], [1.561, 3.729, 0.750], [1.418, 4.257, 2.343], [-0.533, 4.742, 0.312], [-0.838, 4.947, 2.037], [-1.227, 2.622, 0.263], [-2.430, 3.285, 1.318], [-1.513, 0.441, 1.202], [-2.557, 0.917, 2.587], [-1.672, -0.118, 4.182], [0.042, -0.007, 3.610], [-0.593, -2.335, 3.461], [-0.725, -1.841, 1.812], [-2.150, -2.123, 2.673], [3.500, 0.311, 4.187], [3.318, 0.578, 2.712], [3.290, 1.750, 2.328], [3.201, -0.642, 1.767], [3.196, -1.460, 2.359], [2.316, -0.554, 1.289], [4.373, -0.656, 0.730], [2.611, -0.259, 4.456], [3.632, 1.170, 4.846], [4.267, -0.421, 4.438], [4.325, 0.307, 0.222], [4.216, -1.451, 0.001], [5.337, -0.747, 1.230], [-0.960, 3.446, -4.674], [0.567, 3.229, -4.519], [0.922, 2.746, -3.050], [0.606, 3.911, -2.144], [0.216, 1.412, -2.603], [0.603, 0.041, -3.360], [2.448, 2.649, -3.024], [3.005, 2.109, -1.680], [2.988, 3.048, -0.602], [3.077, 2.376, 0.661], [-1.202, 4.146, -5.474], [-1.471, 3.894, -3.821], [-1.384, 2.501, -5.012], [1.154, 4.092, -4.835], [0.846, 2.333, -5.074], [1.153, 4.821, -2.391], [0.924, 3.490, -1.190], [-0.454, 4.104, -1.980], [-0.843, 1.669, -2.640], [0.488, 1.290, -1.554], [-0.011, -0.757, -2.942], [1.667, -0.173, -3.259], [0.223, -0.009, -4.380], [2.843, 3.652, -3.186], [2.652, 2.075, -3.929], [4.056, 1.871, -1.843], [2.622, 1.102, -1.516], [3.213, 3.184, 1.380], [3.762, 1.533, 0.578], [2.089, 1.922, 0.739], [1.005, -2.809, 1.641], [0.427, -3.084, 0.261], [1.143, -4.232, -0.554], [0.378, -4.263, -1.893], [2.618, -3.930, -1.067], [2.974, -2.405, -1.366], [1.075, -5.525, 0.310], [1.626, -6.764, -0.379], [2.980, -6.858, -0.142], [3.464, -8.145, -0.541], [0.795, -3.505, 2.453], [0.327, -2.024, 1.976], [2.034, -2.455, 1.585], [0.519, -2.224, -0.402], [-0.628, -3.352, 0.316], [0.415, -3.316, -2.431], [-0.683, -4.460, -1.743], [0.818, -4.981, -2.585], [2.872, -4.682, -1.814], [3.122, -4.258, -0.158], [2.961, -1.906, -0.397], [2.266, -1.869, -1.998], [3.954, -2.303, -1.832], [0.018, -5.639, 0.549], [1.603, -5.426, 1.258], [1.452, -6.920, -1.443], [1.242, -7.667, 0.096], [3.386, -8.303, -1.616], [3.089, -8.960, 0.078], [4.525, -8.197, -0.296], [-3.079, -0.538, 1.247], [-2.889, 0.413, 0.084], [-3.054, -0.218, -1.315], [-1.919, -1.253, -1.419], [-4.356, -1.107, -1.524], [-5.631, -0.341, -1.212], [-2.912, 0.937, -2.405], [-2.964, 0.449, -3.870], [-1.744, -0.261, -4.256], [-1.744, -0.698, -5.625], [-4.087, -0.951, 1.220], [-3.249, 0.048, 2.150], [-2.283, -1.264, 1.407], [-1.936, 0.933, 0.179], [-3.687, 1.151, 0.159], [-2.026, -1.801, -2.355], [-1.949, -2.006, -0.632], [-0.958, -0.773, -1.600], [-4.240, -1.820, -0.708], [-4.473, -1.609, -2.485], [-6.509, -0.677, -1.762], [-5.582, 0.714, -1.480], [-5.852, -0.442, -0.149], [-1.985, 1.508, -2.357], [-3.680, 1.680, -2.190], [-3.142, 1.342, -4.470], [-3.869, -0.081, -4.168], [-2.521, -1.441, -5.804], [-0.807, -1.108, -6.000], [-1.962, 0.219, -6.174]], "spin_multiplicity": 1, "relative_energy_ev": 26.783, "charge": 4, "gap_ev": 9.298, "e_homo_ev": -18.07}

=====

Entry 6:
{"formula": "C7H20O5PS", "method": "wB97M-V/def2-TZVPD", "species": ["C", "C", "P", "C", "C", "O", "S", "O", "O", "C", "C", "C", "O", "H", "H", "H", "H", "H", "H", "H", "H", "H", "H", "H", "H", "H", "H", "H", "H", "H", "O", "H", "H", "H"], "coordinates": [[4.574, -0.947, -0.318], [3.687, 0.208, 0.183], [2.500, 0.771, -1.084], [1.625, 2.096, -0.161], [0.776, 2.989, -1.071], [1.372, -0.570, -1.014], [0.481, -0.961, 0.199], [0.079, -2.380, 0.023], [-0.847, -0.087, -0.280], [-1.999, -0.858, 0.022], [-3.220, -0.066, 0.434], [-3.610, 1.003, -0.591], [-2.923, 0.457, 1.721], [4.309, -1.269, -1.331], [4.490, -1.823, 0.329], [5.630, -0.670, -0.339], [4.286, 1.107, 0.384], [3.185, -0.057, 1.120], [1.022, 1.723, 0.674], [2.448, 2.671, 0.286], [0.488, 3.913, -0.563], [1.319, 3.267, -1.979], [-0.133, 2.467, -1.386], [-1.666, -1.502, 0.831], [-2.214, -1.491, -0.850], [-4.039, -0.797, 0.534], [-3.176, 0.810, -1.576], [-4.694, 1.069, -0.699], [-3.238, 1.981, -0.271], [-3.462, 1.235, 1.899], [-1.715, -3.797, 1.217], [-1.178, -3.307, 0.504], [-2.675, -3.729, 1.053], [-1.481, -3.455, 2.102]], "spin_multiplicity": 1, "charge": 1, "gap_ev": 8.095, "e_homo_ev": -12.10}

=====

Entry 7:
{"formula": "C8H20N3", "method": "wB97M-V/def2-TZVPD", "species": ["C", "N", "C", "C", "N", "C", "C", "N", "C", "C", "C", "H", "H", "H", "H", "H", "H", "H", "H", "H", "H", "H", "H", "H", "H", "H", "H", "H", "H", "H", "H"], "coordinates": [[-1.869, -0.176, -1.835], [-0.606, -0.328, -1.025], [0.477, -0.615, -1.842], [1.532, 0.448, -1.499], [1.810, 0.299, -0.072], [0.746, 0.670, 0.951], [0.130, 2.041, 0.643], [1.377, 0.617, 2.186], [-0.518, -0.547, 0.389], [0.015, -1.967, 0.780], [-1.826, -0.317, 1.238], [-1.873, 0.848, -2.259], [-2.041, -0.962, -2.769], [-2.762, -0.273, -1.149], [0.141, -0.517, -2.859], [0.869, -1.654, -1.663], [2.383, 0.358, -2.198], [1.019, 1.404, -1.767], [2.049, -0.611, 0.131], [2.550, 0.865, 0.264], [-0.281, 2.138, -0.309], [0.860, 2.901, 0.691], [-0.537, 2.187, 1.427], [1.469, -0.288, 2.781], [1.028, 1.365, 2.868], [0.550, -2.491, -0.025], [-0.931, -2.624, 1.022], [0.624, -1.875, 1.717], [-2.435, -1.133, 1.017], [-2.418, 0.489, 0.879], [-1.531, -0.249, 2.284]], "spin_multiplicity": 1, "relative_energy_ev": 3.025, "charge": 1, "smiles": "CN1CC[NH2+][C@](C)(N)C1(C)C", "gap_ev": 9.171, "e_homo_ev": -11.73}

=====

Entry 8:
{"formula": "C14H20NO4", "method": "wB97M-V/def2-TZVPD", "species": ["C", "N", "O", "C", "O", "C", "C", "C", "C", "C", "C", "H", "H", "H", "H", "H", "H", "H", "H", "C", "C", "O", "C", "H", "H", "H", "H", "H", "H", "C", "C", "O", "C", "H", "H", "H", "H", "H", "H"], "coordinates": [[0.382, 0.171, -3.056], [1.223, 1.365, -2.577], [2.084, 0.855, -1.679], [2.297, 1.818, -0.549], [2.712, 3.079, -0.706], [2.028, 1.162, 0.965], [3.153, 0.010, 1.417], [3.002, -0.721, 2.877], [1.707, -0.320, 3.836], [0.584, 0.819, 3.368], [0.745, 1.596, 1.910], [0.685, -0.843, -2.557], [0.481, 0.104, -4.220], [-0.764, 0.382, -2.815], [4.057, -0.284, 0.704], [3.796, -1.514, 3.240], [1.553, -0.849, 4.873], [-0.326, 1.098, 4.059], [-0.023, 2.406, 1.507], [-1.435, -4.736, 4.155], [-0.343, -3.753, 3.827], [-0.118, -2.784, 4.551], [0.462, -4.001, 2.580], [-1.932, -4.430, 5.082], [-2.175, -4.752, 3.351], [-1.007, -5.731, 4.299], [-0.193, -3.984, 1.705], [0.974, -4.964, 2.654], [1.214, -3.212, 2.471], [-1.466, 3.965, -4.268], [-2.214, 2.666, -4.403], [-1.674, 1.590, -4.152], [-3.648, 2.734, -4.855], [-0.443, 3.762, -3.934], [-1.424, 4.471, -5.236], [-1.956, 4.602, -3.527], [-3.703, 3.185, -5.849], [-4.236, 3.315, -4.140], [-4.061, 1.721, -4.906]], "spin_multiplicity": 1, "relative_energy_ev": 11.586, "charge": -1, "gap_ev": 3.778, "e_homo_ev": -1.14}